# 1
Entry from the Open Molecules 2025 dataset: C23H43N2O2P3Rh as an isolated structure at a distorted geometry (wB97M-V/def2-TZVPD).

Structure (XYZ):
```
74
C23H43N2O2P3Rh wB97M-V/def2-TZVPD
Rh -0.061 0.446 0.592
P -1.089 1.913 2.112
P -1.572 -1.057 -0.227
P -0.229 2.091 -1.019
H 2.432 -0.536 0.201
C 2.099 0.496 0.069
C 1.912 1.335 1.198
H 2.204 0.980 2.191
C -0.876 1.613 3.902
C -2.897 1.899 1.825
C -0.585 3.672 2.019
C -0.473 -2.119 -1.228
C -2.500 -2.361 0.674
C -2.866 -0.422 -1.358
C 1.028 3.438 -1.057
C -1.818 2.929 -1.367
C 0.125 1.381 -2.655
H 2.309 0.932 -0.911
H 1.926 2.421 1.083
H 0.162 1.321 4.110
H -1.547 0.816 4.244
H -1.100 2.536 4.456
H -3.263 0.863 1.812
H -3.147 2.376 0.869
H -3.381 2.445 2.647
H 0.507 3.748 2.094
H -1.024 4.190 2.883
H -0.923 4.162 1.098
H -1.071 -2.864 -1.768
H 0.227 -2.640 -0.562
H 0.108 -1.501 -1.920
H -3.024 -3.003 -0.051
H -3.244 -1.918 1.347
H -1.816 -2.983 1.262
H -3.525 -1.252 -1.651
H -2.435 0.019 -2.263
H -3.475 0.332 -0.843
H 0.913 3.986 -2.003
H 2.046 3.034 -1.021
H 0.892 4.141 -0.229
H -1.701 3.491 -2.305
H -2.088 3.627 -0.570
H -2.620 2.194 -1.502
H 0.304 2.181 -3.386
H -0.709 0.765 -3.007
H 1.021 0.758 -2.585
C 1.287 -1.112 -5.005
C 1.474 -2.240 -5.820
C 2.534 -2.236 -6.727
C 3.401 -1.131 -6.823
C 3.175 0.000 -6.024
C 2.087 0.029 -5.147
O 0.290 -1.063 -4.056
H 0.029 -1.939 -3.703
H 0.768 -3.072 -5.735
H 2.702 -3.106 -7.370
H 4.255 -1.154 -7.520
H 3.839 0.869 -6.078
H 1.839 0.909 -4.560
N -0.043 -3.469 6.742
C 1.029 -3.179 5.933
O 2.178 -3.491 6.230
C 0.708 -2.482 4.647
C -0.585 -2.137 4.231
C -0.754 -1.391 3.064
N 0.267 -1.008 2.273
C 1.509 -1.406 2.622
C 1.757 -2.117 3.797
H 0.165 -3.893 7.632
H -0.966 -3.088 6.601
H -1.476 -2.404 4.791
H -1.764 -1.091 2.777
H 2.349 -1.120 1.988
H 2.792 -2.351 4.041
```

⟨S²⟩ = 6.04
charge = +3
HOMO-LUMO gap (spin up / spin down) = 2.988 / 2.869 eV
2S+1 = 5
E_HOMO (spin up / spin down) = -12.3 / -15.8 eV
relative energy (zero: lowest compared OMol25 entry of this formula, charge and spin) = 19.2 kcal/mol



# 2
Entry from the Open Molecules 2025 dataset: C23H43N2O2P3Tc as an isolated structure at a distorted geometry (wB97M-V/def2-TZVPD).

Structure (XYZ):
```
74
C23H43N2O2P3Tc wB97M-V/def2-TZVPD
Tc 0.258 0.367 -0.215
P 0.714 2.569 -0.267
P 0.028 0.269 2.146
P 0.468 -1.117 -2.200
H -3.946 -1.626 2.534
C -4.014 -1.631 1.450
C -3.302 -2.496 0.698
H -2.501 -3.146 1.125
C -0.480 3.668 0.693
C 2.261 3.190 0.390
C 0.465 3.147 -1.939
C -0.565 -1.250 2.958
C 1.653 0.553 2.969
C -0.973 1.445 3.170
C 0.517 -2.927 -1.789
C 2.020 -0.868 -3.154
C -0.695 -1.274 -3.609
H -4.690 -0.938 0.955
H -3.357 -2.501 -0.401
H -0.982 4.342 0.011
H 0.091 4.241 1.432
H -1.254 3.138 1.262
H 2.420 4.129 -0.142
H 3.055 2.462 0.179
H 2.158 3.359 1.470
H 0.395 4.237 -1.868
H -0.450 2.729 -2.383
H 1.348 2.834 -2.505
H -0.861 -1.012 3.987
H 0.217 -2.015 3.006
H -1.440 -1.660 2.440
H 1.554 1.308 3.755
H 2.413 0.898 2.264
H 2.000 -0.385 3.411
H -1.176 0.986 4.145
H -1.941 1.656 2.710
H -0.452 2.391 3.356
H 0.532 -3.506 -2.727
H -0.381 -3.195 -1.211
H 1.404 -3.172 -1.199
H 1.944 -1.449 -4.084
H 2.890 -1.198 -2.574
H 2.122 0.200 -3.393
H -0.234 -1.894 -4.386
H -0.925 -0.281 -4.020
H -1.629 -1.725 -3.258
C -3.074 0.660 -1.670
C -3.016 2.045 -1.301
C -3.845 2.988 -1.891
C -4.882 2.601 -2.740
C -5.059 1.230 -2.994
C -4.219 0.276 -2.435
O -2.111 -0.175 -1.364
H -0.748 1.502 0.494
H -2.223 2.347 -0.618
H -3.655 4.042 -1.661
H -5.503 3.388 -3.177
H -5.885 0.945 -3.651
H -4.383 -0.771 -2.678
N 3.894 -4.369 2.869
C 2.841 -3.580 2.491
O 1.711 -3.703 2.968
C 3.161 -2.481 1.519
C 4.437 -1.940 1.318
C 4.534 -0.826 0.485
C 3.387 -0.274 -0.109
N 2.137 -0.742 0.137
C 2.062 -1.904 0.850
H 3.670 -5.181 3.428
H 4.740 -4.411 2.316
H 5.310 -2.358 1.824
H 5.497 -0.349 0.285
H 3.466 0.572 -0.790
H 1.078 -2.384 0.901
```

⟨S²⟩ = 3.83
charge = +4
HOMO-LUMO gap (spin up / spin down) = 3.799 / 3.924 eV
2S+1 = 4
E_HOMO (spin up / spin down) = -19.7 / -19.7 eV



# 3
Entry from the Open Molecules 2025 dataset: C23H43N2OsS as an isolated structure (wB97M-V/def2-TZVPD).

Structure (XYZ):
```
70
C23H43N2OsS wB97M-V/def2-TZVPD
Os -0.291 0.932 0.377
C -2.774 0.914 2.546
C -3.309 0.810 1.109
N -2.442 1.438 0.092
C -2.596 2.892 -0.138
C -1.940 3.749 0.930
S -0.255 3.126 1.355
C -0.431 2.868 3.159
C -0.583 1.403 3.577
N -1.342 0.585 2.623
H -3.365 0.225 3.157
H -2.928 1.913 2.951
H -4.318 1.236 1.086
H -3.390 -0.249 0.850
H -2.710 1.001 -0.798
H -3.659 3.164 -0.202
H -2.137 3.120 -1.106
H -2.525 3.787 1.847
H -1.834 4.769 0.558
H -1.268 3.487 3.476
H 0.470 3.273 3.621
H -1.058 1.388 4.569
H 0.404 0.953 3.687
H -1.223 -0.393 2.889
C -0.478 -1.124 -0.373
C 0.862 -1.035 0.160
C 1.640 -0.295 -0.851
C 0.821 -0.220 -2.021
C -0.460 -0.719 -1.781
C -1.477 -1.013 -2.820
C -2.929 -0.911 -2.346
C -1.138 -2.498 -3.158
C -1.278 -0.164 -4.079
C 3.048 0.225 -0.946
C 3.870 -0.769 -1.795
C 3.723 0.503 0.394
C 3.031 1.564 -1.728
C 1.346 -1.994 1.244
C 2.450 -2.857 0.610
C 1.862 -1.307 2.526
C 0.239 -2.972 1.681
H -1.200 -1.842 -0.012
H 1.171 0.108 -2.983
H -3.080 -1.341 -1.360
H -3.575 -1.449 -3.035
H -3.264 0.126 -2.366
H -1.353 -3.153 -2.319
H -0.094 -2.608 -3.442
H -1.751 -2.791 -4.007
H -1.221 0.896 -3.838
H -2.112 -0.318 -4.758
H -0.375 -0.446 -4.613
H 3.959 -1.743 -1.320
H 4.872 -0.368 -1.927
H 3.432 -0.923 -2.777
H 3.939 -0.407 0.947
H 3.110 1.172 1.002
H 4.680 0.994 0.236
H 2.834 1.414 -2.785
H 4.007 2.037 -1.659
H 2.290 2.249 -1.313
H 3.386 -2.310 0.519
H 2.144 -3.223 -0.367
H 2.645 -3.716 1.248
H 2.218 -0.295 2.359
H 2.680 -1.889 2.940
H 1.086 -1.283 3.288
H -0.050 -3.625 0.863
H -0.638 -2.462 2.075
H 0.627 -3.609 2.473
```

⟨S²⟩ = 6.03
charge = +3
HOMO-LUMO gap (spin up / spin down) = 6.869 / 6.697 eV
2S+1 = 5
E_HOMO (spin up / spin down) = -18.1 / -19.4 eV
relative energy (zero: lowest compared OMol25 entry of this formula, charge and spin) = 6.4 kcal/mol